{
  "formula": "C3H4FNS",
  "method": "ωB97M-V/def2-TZVPD",
  "elements": ["C", "C", "F", "C", "N", "S", "H", "H", "H", "H"],
  "xyz": [[-0.79, 2.19, 1.22], [-0.54, 1.07, 0.61], [-1.53, 0.46, -0.09], [0.70, 0.24, 0.77], [1.19, -0.68, 0.05], [0.67, -1.57, -1.16], [-0.17, 2.82, 1.77], [-1.88, 2.53, 1.10], [1.32, 0.75, 1.56], [-0.67, -1.34, -1.08]],
  "relative_energy_kj_mol": 147.5,
  "smiles": "C=C(F)/C=N\\S",
  "charge": 0,
  "mol_weight_g_mol": 105.137,
  "e_homo_ev": -8.744,
  "e_tot_ev": -18216.470
}